(1)
Computed, not measured: a 3-piece molecular cluster, C3H14NO2 overall, with ωB97M-V with the def2-TZVPD basis set.

XYZ file:
```
20
Properties=species:S:1:pos:R:3:forces:R:3
C -1.15937 -0.46500 -1.66447 1.032 2.441 0.419
C -0.87238 0.70792 -0.66345 1.106 -0.066 0.279
N -0.12164 0.20903 0.63223 0.267 -1.757 -3.756
C -0.19204 0.95346 1.87870 -0.486 0.836 0.431
H -1.79418 -1.16479 -1.15081 0.020 -0.810 -0.430
H -0.17581 -0.75632 -2.11875 -0.971 -0.545 0.753
H -1.66278 0.03249 -2.50201 -0.300 -0.351 0.228
H -1.71964 1.28684 -0.29668 -0.124 -0.272 -0.304
H -0.13142 1.36057 -1.13750 -0.441 0.260 0.222
H -0.37311 -0.78948 0.63951 -0.515 -0.067 1.060
H 0.81468 0.02538 0.21918 0.246 1.099 0.971
H -0.89936 1.78154 1.79425 0.123 -0.053 -0.325
H -0.61895 0.31042 2.62385 0.175 -0.327 0.533
H 0.75896 1.38329 2.18862 0.017 -0.359 -0.172
H 3.11533 1.39906 0.52378 0.417 0.101 -0.130
H 2.95154 1.36035 -1.03644 0.264 0.071 0.256
O 2.50087 1.24162 -0.19380 -0.754 -0.275 -0.130
H -0.49382 -3.27982 0.77827 -0.096 -0.461 -0.788
H 0.01111 -2.86455 -0.73091 -0.524 -0.785 0.117
O 0.06201 -2.73199 0.21640 0.544 1.319 0.764
```
Forces are in eV/Å.

Properties
E_tot in Eh: -327.6816
Orbital gap in eV: 12.93
Total charge: +1
Energy above the lowest of the compared OMol25 structures with the same formula, charge and spin in kcal/mol: 25.7

***

(2)
Computed, not measured: C26H32AuBrO4 as an isolated structure, with ωB97M-V with the def2-TZVPD basis set.

XYZ file:
```
64
Properties=species:S:1:pos:R:3:forces:R:3
O -2.36704 -2.63284 -4.90447 0.587 0.967 1.458
C -1.60968 -2.71912 -3.62530 -0.238 0.440 -0.104
C -1.48220 -1.17704 -3.51296 0.000 -0.610 -0.585
H -0.62829 -3.22947 -3.66304 -0.811 -0.233 -0.287
H -2.29577 -3.12730 -2.83386 0.874 0.088 -0.641
C -2.63667 -1.19813 -4.60966 0.844 0.119 1.160
H -0.50332 -0.75712 -3.83903 -0.784 -0.481 0.078
H -1.72570 -0.82033 -2.49704 -0.170 0.164 -0.781
C -2.52917 -0.34289 -5.86212 -0.021 0.292 -0.205
H -2.73636 -0.92496 -6.77248 0.140 -0.066 0.383
H -1.53054 0.10519 -5.95105 -0.192 -0.234 -0.054
H -3.26149 0.47712 -5.87039 0.187 -0.144 0.206
C -3.90195 -0.96708 -3.79383 -0.893 0.014 0.013
H -4.03436 -1.77105 -3.05903 -0.141 -0.048 -0.371
H -4.81890 -0.83114 -4.39383 0.327 -0.333 0.166
H -3.80625 -0.07447 -3.15693 0.137 0.018 -0.489
Au 0.62584 1.24294 -1.46736 -0.740 -0.190 1.362
C 2.58989 2.59711 0.19222 1.051 -1.357 1.060
C 3.23006 1.36199 0.43374 -0.239 0.808 0.625
C 3.25302 0.59585 -0.74406 0.463 0.357 0.002
H 3.65406 1.04377 1.38612 -0.459 -0.080 -0.322
C 2.75160 1.39797 -1.82503 -0.954 2.471 0.068
C 2.31811 2.69469 -1.20645 0.821 -2.072 -2.417
H 2.22885 3.60586 -1.78532 -0.332 -0.076 0.177
H 2.31363 3.31509 0.95994 0.181 -0.044 -0.281
H 3.62478 -0.41357 -0.84806 0.004 0.042 0.189
H 2.87012 1.24741 -2.89806 0.223 -0.055 0.382
C -1.30503 0.39664 1.96139 0.226 -1.073 -0.578
C -1.35199 1.36428 0.95898 -0.035 -0.648 -0.308
C -1.17960 0.70441 -0.36376 0.257 -0.295 0.324
H -1.55133 2.43265 1.10322 0.128 -0.545 -0.097
C -1.01786 -0.73959 -0.03149 -0.097 0.634 0.131
C -1.08956 -0.90836 1.34352 -0.206 1.333 0.311
H -1.01070 -1.85572 1.87208 0.129 0.279 -0.112
H -1.37655 0.53666 3.04659 -0.070 0.121 -0.666
H -1.88730 0.98833 -1.13982 -0.211 -0.070 -0.022
H -0.82509 -1.53872 -0.74530 -0.178 0.241 0.199
O 1.23853 -0.27437 -4.98388 0.806 -0.469 -2.235
C 1.19077 0.94331 -5.76995 0.606 0.462 0.822
C 1.30002 0.62040 -7.26080 -0.675 -0.517 0.050
H 2.05135 1.57602 -5.49950 -0.026 -0.165 0.131
H 0.30413 1.50998 -5.44262 0.089 -0.320 -0.383
C 1.98410 -0.76719 -7.30568 0.009 0.670 0.393
H 1.87491 1.37324 -7.80629 -0.191 -0.046 0.136
H 0.29717 0.55370 -7.69307 0.127 0.057 -0.069
C 1.78449 -1.31749 -5.87840 0.088 -0.708 0.310
H 3.04722 -0.62918 -7.53847 -0.183 -0.156 0.178
H 1.56546 -1.42101 -8.07696 -0.018 0.132 0.238
H 2.73844 -1.73618 -5.51847 -0.174 0.623 0.344
H 1.12656 -2.19974 -5.87434 -0.305 0.538 0.077
Br 1.56008 0.13736 3.38485 0.389 0.212 0.514
C 1.64655 -1.66876 3.88806 0.704 -0.703 0.041
C 1.27787 -2.10824 5.16436 -0.250 -0.269 -0.532
C 1.02237 -3.46976 5.35981 0.643 -0.074 -0.348
C 1.23817 -4.38577 4.31475 -0.114 0.219 -0.501
C 1.75262 -3.94678 3.08936 0.206 -0.125 0.601
C 2.09441 -2.59165 2.92970 -1.187 -0.170 -0.522
C 2.71693 -2.11346 1.59530 1.977 0.817 1.256
O 3.83354 -1.54425 1.64616 -2.034 -0.927 -0.626
O 1.91994 -2.40934 0.67792 -0.090 0.180 -0.448
H 1.19175 -1.38023 5.95742 -0.358 -0.021 0.049
H 0.70120 -3.84419 6.32724 -0.001 0.190 -0.095
H 0.98304 -5.44417 4.42078 0.103 0.421 0.139
H 1.90191 -4.64731 2.25475 0.054 0.415 0.505
```
Forces are in eV/Å.

Properties
E_tot in Eh: -4020.2887
<S²>: 2.0318
Spin multiplicity: 3
Orbital gap (alpha / beta) in eV: 8.84 / 3.39
Energy above the lowest of the compared OMol25 structures with the same formula, charge and spin in kcal/mol: 5.2

***

The lowest E_tot belongs to which entry? C26H32AuBrO4

***

Look up the E_tot of the second one. -4020.2887 Eh

***

Which of these has the highest E_tot? C3H14NO2

***

Which value of energy above the lowest of the compared OMol25 structures with the same formula, charge and spin does entry 2 give? 5.2 kcal/mol